# C11H19BCl20N3

A 6-piece molecular cluster, C11H19BCl20N3 overall (the ωB97M-V functional and the def2-TZVPD basis, the Open Molecules 2025 dataset).

```
54
Properties=species:S:1:pos:R:3:nbo_charge:R:1
C 1.7861 1.5417 0.9552 -0.605
C 0.9298 2.7986 0.7702 -0.402
C -0.5644 2.5998 1.0642 -0.199
N -1.1252 1.3720 0.5108 -0.869
B -2.6397 1.5280 0.0863 0.236
C -3.5314 2.0712 1.3479 -0.460
N -3.3582 1.3832 2.6613 -0.867
C -3.2011 0.1338 -0.5888 -0.440
N -3.6558 -0.9777 0.2950 -0.662
C -2.5835 -1.5863 1.0612 -0.416
H 2.8149 1.8043 1.2156 0.190
H 1.8362 0.9599 0.0349 0.199
H 1.3756 0.8834 1.7173 0.202
H 1.3058 3.5818 1.4379 0.185
H 1.0546 3.1883 -0.2462 0.183
H -0.6889 2.6201 2.1576 0.155
H -1.0992 3.4871 0.6850 0.166
H -0.6167 1.2050 -0.3521 0.334
H -2.7113 2.4080 -0.8159 -0.127
H -4.5991 2.0407 1.0938 0.170
H -3.3161 3.1319 1.5298 0.169
H -3.8239 0.4867 2.6475 0.328
H -2.3711 1.1957 2.7907 0.345
H -4.0366 0.3464 -1.2682 0.178
H -2.4174 -0.3055 -1.2272 0.157
H -4.3907 -0.6471 0.9035 0.334
H -2.6933 -2.6813 1.1038 0.155
H -1.6379 -1.3679 0.5734 0.204
H -2.5190 -1.2288 2.0957 0.164
C -0.1409 -2.3713 3.9186 -0.225
Cl 0.1076 -0.8562 3.0682 0.104
Cl -1.5928 -2.2633 4.9200 0.050
Cl -0.3407 -3.6780 2.7410 0.039
Cl 1.2561 -2.7294 4.9516 0.029
C 1.0326 -2.0573 -2.2820 -0.225
Cl 2.6968 -1.9264 -1.6917 0.043
Cl 0.0018 -2.7259 -1.0252 0.087
Cl 0.4397 -0.4511 -2.7191 0.069
Cl 1.0022 -3.1164 -3.7020 0.036
C 2.6623 -0.1167 -7.1694 -0.226
Cl 1.4770 -0.8344 -8.2684 0.048
Cl 1.9610 -0.0027 -5.5542 0.074
Cl 4.1008 -1.1463 -7.1080 0.045
Cl 3.1165 1.4822 -7.7660 0.053
C 3.0395 -6.8548 5.2692 -0.228
Cl 1.9057 -6.1746 4.1112 0.081
Cl 2.6471 -8.5546 5.5679 0.044
Cl 4.6852 -6.7402 4.6314 0.049
Cl 2.9390 -5.9571 6.7898 0.051
C 2.6929 5.0172 -4.5812 -0.227
Cl 1.8401 5.9744 -5.8013 0.045
Cl 2.2438 3.3234 -4.7426 0.070
Cl 4.4392 5.1891 -4.8264 0.040
Cl 2.2649 5.5976 -2.9719 0.069
```

Computed properties:
strongest force on any atom: 0.5 eV/Å
total charge: -1
2S+1: 1
molecular weight: 913.17 g/mol
HOMO-LUMO gap: 5.3 eV